Record 1
Below is 2 unconnected molecules or ions with the total composition C8H16N2O2S in a non-equilibrium geometry, with properties calculated with ωB97M-V/def2-TZVPD.

```
29
C8H16N2O2S | the Open Molecules 2025 dataset | ωB97M-V/def2-TZVPD
C 0.5636 -0.9228 1.6263
C -0.3417 -1.1443 0.7305
C -1.6514 -1.2899 1.2194
N -2.7632 -1.3455 1.4315
C -0.2031 -1.4615 -0.7488
C -1.5042 -1.0867 -1.5484
C 0.9212 -0.6155 -1.3001
C 0.0088 -2.9489 -0.9341
H 1.6359 -0.6906 1.3922
H 0.4629 -0.7993 2.6380
H -1.3428 -1.2445 -2.6793
H -1.7858 -0.1038 -1.3561
H -2.4377 -1.6805 -1.2323
H 1.9878 -0.8351 -1.0808
H 0.8275 -0.8104 -2.3639
H 0.7704 0.3957 -1.0631
H -0.8152 -3.4085 -0.2516
H 0.8774 -3.3112 -0.4820
H -0.0336 -3.3481 -1.9636
C 1.3302 2.6364 1.6913
S -0.0237 2.8022 0.5233
N -0.9492 1.6552 0.7659
O -0.4766 4.1691 0.5963
O 0.7906 2.6546 -0.8722
H 1.6919 1.5784 1.8085
H 2.0325 3.4138 1.6187
H 0.6156 2.8180 2.5836
H -1.6890 1.6440 0.1558
H 1.5011 3.2798 -0.9050
```

The maximum force is 0.089 hartree/bohr. For the energy above the lowest of the compared OMol25 structures with the same formula, charge and spin, the calculation gives 494.6 kJ/mol. The SMILES is C=C(C#N)C(C)(C)C.C[S@@](=N)(=O)O. The spin multiplicity is 1. The HOMO energy comes out at -0.35844 Eh. The orbital gap comes out at 10.0 eV. The net charge is 0.

Löwdin population analysis, charges in e, atoms 1 to 5:
1 C 0.066
2 C -0.316
3 C -0.245
4 N 0.194
5 C -0.558

---

Record 2
Below is a molecular structure, C8H16N2O3 in a non-equilibrium geometry, with properties calculated with ωB97M-V/def2-TZVPD.

```
29
C8H16N2O3 | the Open Molecules 2025 dataset | ωB97M-V/def2-TZVPD
C -2.2058 1.8050 1.4810
C -0.7306 1.6767 1.1383
C 0.9256 0.3693 0.0040
C 1.7180 1.4666 -0.5731
C 0.9702 -0.8768 -1.0305
C 2.0820 -1.1489 -2.0212
C 0.5265 -2.2574 -0.3853
C -0.3004 -2.2074 1.1296
H -3.8437 0.8436 0.9938
H -3.1429 1.7173 -0.2172
H -2.0602 1.4151 2.5174
H -2.4723 3.0027 1.4744
H -1.2102 0.1200 -0.0132
H 1.3366 0.1550 1.0424
H 0.0936 -0.5867 -1.7793
H 2.2629 -0.5270 -2.9915
H 2.9815 -0.8338 -1.4863
H 2.0545 -2.1790 -2.3374
H 0.2171 -2.9791 -1.1208
H 1.6991 -2.6515 -0.2773
H -0.7498 -3.4290 1.1972
H -1.3828 -1.3924 1.1220
H 0.4388 -1.8481 2.1660
H 0.1693 2.4595 -0.5824
N -3.0360 1.0561 0.5931
N -0.5216 0.9336 0.0070
O 0.0447 2.1199 1.9343
O 2.9766 1.2260 -0.9428
O 1.1593 2.5508 -1.0423
```

The maximum force is 0.178 hartree/bohr. For the energy above the lowest of the compared OMol25 structures with the same formula, charge and spin, the calculation gives 663.3 kJ/mol. The spin multiplicity is 1. The HOMO energy comes out at -0.35237 Eh. The orbital gap comes out at 10.0 eV. The net charge is 0.

Löwdin population analysis, charges in e, atoms 1 to 5:
1 C -0.201
2 C -0.568
3 C -0.151
4 C -0.445
5 C -0.335

---

Record 3
Below is a molecular structure, C8H16N2O3RuSe2, with properties calculated with ωB97M-V/def2-TZVPD.

```
32
C8H16N2O3RuSe2 | the Open Molecules 2025 dataset | ωB97M-V/def2-TZVPD
Ru 0.3675 0.0468 0.4105
N 1.3621 -0.1750 2.3233
C 2.6810 0.5232 2.2554
C 2.7864 1.4652 1.0603
O 3.6791 2.2596 0.9441
N 1.7770 1.2709 0.1272
C 1.7656 2.0342 -1.1095
C 0.5747 1.5762 -1.9454
O 0.3398 1.9875 -3.0412
O -0.2181 0.6513 -1.3458
H 1.4917 -1.1362 2.6235
H 0.7850 0.2576 3.0396
H 2.8833 1.0844 3.1653
H 3.4707 -0.2195 2.1462
H 1.6794 3.1057 -0.9182
H 2.6839 1.8840 -1.6798
C -2.7462 1.4298 0.1593
Se -1.9413 0.0990 1.3204
C -2.8664 -1.4819 0.6131
C -2.1619 -2.0155 -0.6086
Se -0.2801 -2.2746 -0.1534
C 0.4161 -2.4118 -1.9586
H -3.8046 1.4803 0.4007
H -2.5655 1.1651 -0.8775
H -2.2654 2.3773 0.3886
H -3.8861 -1.1693 0.3932
H -2.8956 -2.2076 1.4247
H -2.1828 -1.3100 -1.4386
H -2.5691 -2.9758 -0.9230
H 0.0274 -3.3250 -2.4019
H 1.4987 -2.4690 -1.8817
H 0.1135 -1.5274 -2.5121
```

The maximum force is 0.002 hartree/bohr. For the energy above the lowest of the compared OMol25 structures with the same formula, charge and spin, the calculation gives 0.0 kJ/mol. The spin multiplicity is 2. The HOMO energy (alpha / beta) comes out at -0.46966 / -0.46328 Eh. The orbital gap (alpha / beta) comes out at 8.1 / 7.7 eV. The net charge is +1.

Löwdin population analysis, charges in e, atoms 1 to 5:
1 Ru 0.912
2 N -0.085
3 C -0.114
4 C -0.504
5 O 0.132

---

Record 4
Below is a single C8H16N2SSi molecule in a non-equilibrium geometry, with properties calculated with ωB97M-V/def2-TZVPD.

```
28
C8H16N2SSi | the Open Molecules 2025 dataset | ωB97M-V/def2-TZVPD
C -0.6376 -1.9565 1.9091
C 0.4910 -0.9730 1.6201
N 0.6131 -0.3433 0.2939
C 0.9094 -1.1050 -0.7859
C 0.8628 -0.7216 -2.1507
S 1.2809 -2.0451 -3.1597
C 1.5312 -3.0188 -1.7415
N 1.3782 -2.3976 -0.6388
Si -0.2903 1.3328 -0.0199
C -1.9628 1.1538 -0.9823
C 0.9393 2.4665 -0.9223
C -0.7233 1.9213 1.7077
H -1.5592 -1.4527 1.5204
H -0.4170 -2.8115 1.3936
H -0.7303 -2.1639 2.9039
H 0.3871 -0.1475 2.1862
H 1.3677 -1.6477 1.8431
H 0.7188 0.2655 -2.4527
H 1.7541 -4.0190 -1.7642
H -2.4628 2.1589 -1.0807
H -1.9312 0.7975 -1.9428
H -2.5665 0.5381 -0.4987
H 1.5472 1.9187 -1.7429
H 0.3134 3.2919 -1.4477
H 1.7100 2.8640 -0.3419
H -1.5668 1.2020 2.1599
H 0.1469 2.0594 2.3756
H -1.1032 2.8329 1.7590
```

The maximum force is 0.101 hartree/bohr. For the energy above the lowest of the compared OMol25 structures with the same formula, charge and spin, the calculation gives 36.7 kJ/mol. The SMILES is CCN(c1cscn1)[Si](C)(C)C. The spin multiplicity is 1. The HOMO energy comes out at -0.27024 Eh. The orbital gap comes out at 8.1 eV. The net charge is 0.

Löwdin population analysis, charges in e, atoms 1 to 5:
1 C -0.068
2 C -0.270
3 N -0.090
4 C -0.449
5 C -0.404

---

Record 5
Below is a gas-phase ion, C8H16N3 (charge +1) in a non-equilibrium geometry, with properties calculated with ωB97M-V/def2-TZVPD.

```
27
C8H16N3 | the Open Molecules 2025 dataset | ωB97M-V/def2-TZVPD
C -0.4366 -0.2562 1.3007
C 0.5171 0.1199 0.3242
C -0.0014 0.5655 -0.8828
C -2.3707 -0.0250 2.6931
C 2.7672 0.2303 -0.5083
C 2.3300 -0.1025 1.9050
C -1.2396 0.8595 -2.8697
C -1.0049 -1.3761 -1.9351
N -1.3564 0.4807 1.7965
N 1.8234 0.0741 0.5689
N -0.6934 0.0359 -1.8092
H -3.3574 0.2535 2.3251
H -2.2939 -1.1089 2.7522
H -2.2380 0.4047 3.6866
H 3.1176 -0.7393 -0.8707
H 2.2873 0.7638 -1.3303
H 3.6222 0.8095 -0.1652
H 2.5650 0.8575 2.3729
H 1.5818 -0.6178 2.5095
H 3.2350 -0.7074 1.8734
H -0.9346 0.4682 -3.8405
H -0.8829 1.8808 -2.7619
H -2.3297 0.8496 -2.8190
H -2.0860 -1.5153 -1.9306
H -0.5658 -1.9379 -1.1155
H -0.6156 -1.7538 -2.8815
H -1.4397 1.4864 1.6123
```

The maximum force is 0.055 hartree/bohr. For the energy above the lowest of the compared OMol25 structures with the same formula, charge and spin, the calculation gives 112.0 kJ/mol. The spin multiplicity is 3. The HOMO energy (alpha / beta) comes out at -0.34376 / -0.43681 Eh. The orbital gap (alpha / beta) comes out at 5.4 / 5.9 eV. The net charge is +1.

Löwdin population analysis, charges in e, atoms 1 to 5:
1 C 0.066
2 C -0.286
3 C 0.085
4 C -0.048
5 C -0.017

---

Record 6
Below is a single C8H16NOP molecule in a non-equilibrium geometry, with properties calculated with ωB97M-V/def2-TZVPD.

```
27
C8H16NOP | the Open Molecules 2025 dataset | ωB97M-V/def2-TZVPD
C -4.8468 0.6067 -0.1981
C -4.0725 -0.6936 -0.0882
O -3.0064 -0.4942 0.8487
C -1.7841 -0.2387 0.7336
P -0.8703 -0.2413 -0.8087
N 0.8958 -0.1544 -0.5495
C 1.6319 -1.1145 0.3096
C 3.1515 -1.0751 0.1986
C 3.5932 0.4045 0.3646
C 2.7241 1.4254 -0.4157
C 1.3057 1.1384 -0.1584
H -4.1269 1.3655 -0.5232
H -5.6604 0.4305 -0.9246
H -5.2197 0.8943 0.7327
H -3.7309 -1.0888 -0.9757
H -4.8047 -1.4792 0.3078
H -0.9806 -1.5941 -1.1066
H 1.2082 -2.1202 0.1706
H 1.4289 -0.9645 1.3653
H 3.4535 -1.6111 -0.6906
H 3.5502 -1.5457 1.0645
H 3.5303 0.5739 1.4301
H 4.7303 0.3696 0.0961
H 2.9865 2.3875 0.1350
H 3.1109 1.6814 -1.5153
H 1.1261 1.2990 0.8941
H 0.6762 1.8389 -0.6968
```

The maximum force is 0.084 hartree/bohr. For the energy above the lowest of the compared OMol25 structures with the same formula, charge and spin, the calculation gives 352.3 kJ/mol. The SMILES is CCOC#[PH]N1CCCCC1. The spin multiplicity is 1. The HOMO energy comes out at -0.26376 Eh. The orbital gap comes out at 8.0 eV. The net charge is 0.

Löwdin population analysis, charges in e, atoms 1 to 5:
1 C -0.058
2 C -0.240
3 O -0.191
4 C -0.326
5 P 0.886

---

Record 7
Below is a molecular structure, C8H16O16S4Ti in a non-equilibrium geometry, with properties calculated with ωB97M-V/def2-TZVPD.

```
45
C8H16O16S4Ti | the Open Molecules 2025 dataset | ωB97M-V/def2-TZVPD
Ti -0.5685 0.0294 -0.7767
C -0.1363 -5.0370 2.8272
C 0.4899 -3.9217 3.7307
O 0.7003 -2.7108 2.9601
S -0.4282 -2.7169 1.7611
O 0.1910 -2.2059 0.5090
O -1.6686 -2.1751 2.2799
O -0.3468 -4.4243 1.6661
H -1.0653 -5.4245 3.2453
H 0.5889 -5.7958 2.5331
H 1.5152 -4.2207 3.9489
H -0.0853 -3.8068 4.6494
C -5.8058 0.3868 1.0171
C -5.7124 1.7450 0.4222
O -4.5967 1.6827 -0.4190
S -4.4907 0.0933 -1.0183
O -3.1397 -0.3926 -0.8364
O -5.1198 0.0137 -2.3566
O -5.5918 -0.5231 -0.0165
H -6.7876 0.2088 1.4557
H -4.9074 0.3668 1.6340
H -5.5879 2.4888 1.2092
H -6.5892 2.0850 -0.1289
C 1.3441 4.8198 -3.2703
C 2.7210 4.1330 -3.5631
O 2.4708 2.7867 -3.3878
S 0.9383 2.4332 -3.8113
O 0.3477 1.3490 -2.9977
O 0.7318 2.3543 -5.2404
O 0.3029 3.8983 -3.3186
H 1.1228 5.6556 -3.9340
H 1.4004 5.2455 -2.2684
H 3.4915 4.5736 -2.9303
H 3.1557 4.3250 -4.5440
C 3.3002 -1.3045 1.6847
C 4.5712 -0.4180 1.5425
O 4.5689 0.1307 0.2445
S 3.3362 -0.3843 -0.6246
O 3.8463 -0.6751 -1.9440
O 2.2315 0.5457 -0.3962
O 3.0576 -1.7074 0.3080
H 2.5166 -0.7110 2.1556
H 3.5538 -2.2267 2.2076
H 5.4583 -1.0448 1.6340
H 4.6751 0.4764 2.1569
```

The maximum force is 0.132 hartree/bohr. For the energy above the lowest of the compared OMol25 structures with the same formula, charge and spin, the calculation gives 341.3 kJ/mol. The spin multiplicity is 4. The HOMO energy (alpha / beta) comes out at -0.33644 / -0.49577 Eh. The orbital gap (alpha / beta) comes out at 6.8 / 10.7 eV. The net charge is +1.

Löwdin population analysis, charges in e, atoms 1 to 5:
1 Ti 0.831
2 C -0.225
3 C -0.128
4 O -0.210
5 S 0.783

---

Record 8
Below is 2 unconnected molecules or ions with the total composition C8H16O2, with properties calculated with ωB97M-V/def2-TZVPD.

```
26
C8H16O2 | the Open Molecules 2025 dataset | ωB97M-V/def2-TZVPD
C -1.8561 -0.9036 -0.2183
C -1.1492 0.2123 -0.1954
C -0.8348 0.9949 1.0646
C 0.0633 0.2292 2.0456
C -0.2039 2.3410 0.7073
O -2.0673 1.3035 1.7109
H -2.1870 -1.3946 0.6829
H -2.1297 -1.3907 -1.1386
H -0.8570 0.6847 -1.1226
H 0.0334 0.7360 3.0109
H 1.0917 0.1997 1.7006
H -0.2751 -0.7939 2.1665
H -0.8880 2.9086 0.0819
H 0.7356 2.2015 0.1826
H -0.0243 2.9077 1.6165
H -2.4737 0.4770 1.9916
C 0.5775 -1.8926 -2.0817
C 1.2044 -1.3366 -0.8275
C 2.0368 -0.0974 -1.0562
O 1.1110 -1.8759 0.2446
H 0.0067 -1.1340 -2.6009
H 1.3713 -2.2256 -2.7525
H -0.0584 -2.7395 -1.8407
H 2.9292 -0.3850 -1.6088
H 1.4977 0.6324 -1.6511
H 2.3459 0.3408 -0.1121
```

The maximum force is 0.010 hartree/bohr. For the energy above the lowest of the compared OMol25 structures with the same formula, charge and spin, the calculation gives 177.4 kJ/mol. The SMILES is C=CC(C)(C)O.CC(C)=O. The spin multiplicity is 1. The HOMO energy comes out at -0.35374 Eh. The orbital gap comes out at 10.4 eV. The net charge is 0.

Löwdin population analysis, charges in e, atoms 1 to 5:
1 C 0.028
2 C -0.124
3 C -0.612
4 C -0.022
5 C -0.024